[1]
The following is a DFT calculation (the ωB97M-V functional and the def2-TZVPD basis) of C20H29CdO4 as an isolated structure.

- LUMO level (alpha / beta) (eV) = 2.5 / 1.8
- charge = -1
- HOMO-LUMO gap (alpha / beta) (eV) = 6.10 / 3.78
- energy (eV) = -33960.1268

Geometry as XYZ:
```
54
Properties=species:S:1:pos:R:3:mulliken_charge:R:1
O 0.541 2.080 -3.420 -0.22
C 1.107 2.639 -4.625 -0.47
C -0.222 3.298 -5.021 -1.02
H 1.419 1.824 -5.293 0.21
H 1.929 3.329 -4.415 0.28
C -0.791 2.561 -3.782 1.60
H -0.613 3.010 -5.993 0.32
H -0.182 4.386 -4.915 0.33
C -1.756 1.443 -4.121 -0.99
H -1.403 0.863 -4.982 0.25
H -2.746 1.858 -4.359 0.43
H -1.865 0.774 -3.260 -0.26
C -1.297 3.434 -2.651 -1.60
H -0.571 4.222 -2.407 0.39
H -1.429 2.816 -1.752 0.18
H -2.267 3.889 -2.897 0.45
Cd -0.683 -2.798 -3.061 0.08
C 1.245 1.376 0.969 -0.78
C 1.785 0.061 0.836 -0.25
C 2.356 -0.052 -0.466 -0.66
H 1.768 -0.724 1.587 0.49
C 2.169 1.196 -1.134 -0.24
C 1.480 2.078 -0.251 -0.34
H 1.191 3.102 -0.472 0.44
H 0.738 1.769 1.847 0.40
H 2.835 -0.936 -0.874 0.51
H 2.475 1.421 -2.154 0.38
C -1.261 -1.313 0.804 -0.77
C -1.814 -0.158 0.192 -0.44
C -2.391 -0.534 -1.037 -0.53
H -1.823 0.838 0.635 0.45
C -2.189 -1.951 -1.220 -1.33
C -1.489 -2.408 -0.049 -0.58
H -1.238 -3.450 0.167 0.82
H -0.788 -1.343 1.783 0.50
H -2.951 0.122 -1.702 0.74
H -2.807 -2.582 -1.874 0.57
O 0.318 -2.692 -4.996 0.41
C -0.204 -1.762 -5.998 0.12
C 0.489 -2.083 -7.321 -0.59
H 0.038 -0.740 -5.635 -0.45
H -1.294 -1.897 -6.048 0.51
C 1.586 -3.111 -7.017 -0.46
H 0.900 -1.155 -7.746 0.32
H -0.247 -2.488 -8.030 0.24
C 1.612 -3.232 -5.505 -0.66
H 2.544 -2.773 -7.414 0.28
H 1.360 -4.082 -7.468 0.24
H 2.430 -2.626 -5.080 0.28
H 1.685 -4.264 -5.164 0.32
O 2.489 -3.350 -0.406 -0.64
C 1.434 -3.503 -1.021 0.26
O 1.263 -3.210 -2.290 -0.56
H 0.525 -3.920 -0.533 0.04
```

=====

[2]
The following is a DFT calculation (the ωB97M-V functional and the def2-TZVPD basis) of C20H29ClCuN4 as an isolated structure.

- spin multiplicity = 2
- LUMO level (alpha / beta) (eV) = -5.3 / -6.7
- charge = +2
- HOMO-LUMO gap (alpha / beta) (eV) = 8.78 / 7.34
- energy (eV) = -84317.7251

Geometry as XYZ:
```
55
Properties=species:S:1:pos:R:3:mulliken_charge:R:1
Cu 0.431 -0.715 -0.159 -0.85
C -0.496 -3.282 1.136 -1.15
N -0.906 -2.356 0.074 0.28
C -2.284 -1.922 0.330 -1.17
C -0.865 -3.008 -1.255 -0.56
C -0.878 -1.941 -2.314 1.02
C -1.451 -2.119 -3.569 -0.91
C -1.420 -1.092 -4.499 -0.71
C -0.792 0.103 -4.197 -0.67
C -0.211 0.284 -2.946 0.37
C -0.274 -0.725 -2.007 0.07
H -1.157 -4.178 1.150 0.35
H -0.572 -2.775 2.120 0.30
H 0.542 -3.615 0.966 0.37
H -2.971 -2.793 0.365 0.43
H -2.618 -1.248 -0.473 0.32
H -2.347 -1.388 1.299 0.26
H -1.726 -3.710 -1.358 0.47
H 0.066 -3.607 -1.317 0.44
H -1.928 -3.075 -3.818 0.45
H -1.894 -1.230 -5.482 0.38
H -0.740 0.913 -4.941 0.42
H 0.309 1.233 -2.729 0.35
C -1.290 2.445 2.649 -0.81
C -0.574 1.205 2.090 -0.45
N -0.406 1.314 0.636 1.15
C 0.535 2.409 0.364 -0.61
C 0.096 3.692 1.088 -0.85
N -1.297 3.497 1.587 0.06
C -2.160 3.047 0.454 -0.93
C -1.703 1.646 0.025 -0.38
H -0.770 2.845 3.539 0.34
H -2.340 2.228 2.937 0.34
H -1.150 0.284 2.324 0.17
H 0.424 1.069 2.556 0.39
H 0.598 2.565 -0.735 0.20
H 1.544 2.105 0.702 0.45
H 0.111 4.571 0.410 0.37
H 0.743 3.921 1.959 0.29
H -1.659 4.385 1.974 0.31
H -2.062 3.784 -0.372 0.32
H -3.218 3.049 0.783 0.36
H -1.619 1.573 -1.077 0.27
H -2.450 0.876 0.325 0.29
Cl 5.766 0.509 -0.893 -0.17
C 4.611 -0.302 0.079 -0.27
C 5.010 -1.134 1.122 -0.12
C 4.024 -1.753 1.881 -0.89
C 2.691 -1.512 1.595 -0.09
N 2.300 -0.724 0.574 0.21
C 3.249 -0.144 -0.173 -0.13
H 6.074 -1.280 1.323 0.45
H 4.287 -2.438 2.690 0.42
H 1.898 -1.960 2.211 0.45
H 2.919 0.476 -1.009 0.57
```

=====

[3]
The following is a DFT calculation (the ωB97M-V functional and the def2-TZVPD basis) of a 5-piece molecular cluster, C20H29F13N2O12S2 overall.

- SMILES = CC(C)=NN(S(C)(=O)=O)S(=O)(=O)F.CCOC(=O)C(F)(F)F.CCOC(=O)C(F)(F)F.CCOC(=O)C(F)(F)F.CCOC(=O)C(F)(F)F
- LUMO level (eV) = -0.9
- charge = 0
- HOMO-LUMO gap (eV) = 9.25
- energy (eV) = -105755.0079

Geometry as XYZ:
```
78
Properties=species:S:1:pos:R:3:mulliken_charge:R:1
C -6.027 2.663 11.163 -0.99
C -6.095 2.377 9.634 0.56
C -7.398 2.745 8.864 -1.02
N -5.052 1.826 9.068 -0.51
N -5.455 0.730 8.242 0.27
S -5.457 -0.664 9.304 1.12
C -7.208 -0.816 9.892 -0.91
O -5.124 -1.937 8.635 -0.57
O -4.620 -0.417 10.508 -0.56
S -4.237 0.629 7.024 1.08
O -2.894 0.835 7.604 -0.52
O -4.367 -0.533 6.142 -0.50
F -4.521 1.954 6.084 -0.26
H -7.062 2.901 11.490 0.34
H -5.641 1.793 11.735 0.26
H -5.345 3.522 11.385 0.31
H -8.236 2.732 9.598 0.35
H -7.257 3.737 8.380 0.32
H -7.638 2.013 8.052 0.30
H -7.833 -0.467 9.032 0.27
H -7.453 -1.882 10.071 0.42
H -7.391 -0.218 10.809 0.27
C -2.119 -0.166 3.626 -0.83
C -2.353 -1.662 3.648 -0.15
O -1.918 -2.264 2.415 -0.31
C -0.615 -2.537 2.329 0.34
O 0.188 -2.317 3.184 -0.51
C -0.308 -3.214 0.997 0.93
F -0.924 -2.619 -0.031 -0.27
F -0.703 -4.494 0.994 -0.27
F 0.995 -3.210 0.718 -0.25
H -2.595 0.285 2.753 0.30
H -2.522 0.294 4.526 0.06
H -1.054 0.065 3.565 0.32
H -3.419 -1.868 3.733 0.29
H -1.864 -2.132 4.502 0.31
C 3.875 -2.302 -1.921 -1.07
C 2.803 -1.282 -2.248 -0.27
O 2.850 -0.181 -1.326 -0.28
C 3.744 0.770 -1.604 0.35
O 4.485 0.758 -2.539 -0.51
C 3.651 1.895 -0.578 0.88
F 3.549 1.431 0.672 -0.24
F 2.577 2.665 -0.797 -0.26
F 4.716 2.693 -0.609 -0.24
H 3.791 -2.624 -0.882 0.30
H 3.788 -3.173 -2.570 0.36
H 4.872 -1.877 -2.044 0.32
H 1.818 -1.736 -2.141 0.34
H 2.885 -0.930 -3.278 0.32
C 5.754 0.672 -7.464 -0.96
C 6.664 -0.473 -7.858 -0.28
O 6.862 -1.368 -6.751 -0.30
C 5.906 -2.279 -6.565 0.35
O 4.927 -2.390 -7.238 -0.52
C 6.267 -3.187 -5.394 0.94
F 6.740 -2.504 -4.340 -0.25
F 7.215 -4.072 -5.726 -0.27
F 5.224 -3.897 -4.949 -0.25
H 6.141 1.182 -6.579 0.36
H 5.667 1.392 -8.278 0.33
H 4.756 0.313 -7.214 0.24
H 7.649 -0.089 -8.125 0.31
H 6.280 -1.010 -8.727 0.33
C -0.097 3.037 -7.742 -1.10
C 0.052 1.535 -7.876 -0.20
O 0.749 1.198 -9.086 -0.33
C 2.080 1.258 -9.025 0.36
O 2.706 1.569 -8.056 -0.51
C 2.689 0.830 -10.356 0.92
F 2.054 1.372 -11.400 -0.25
F 2.632 -0.498 -10.511 -0.27
F 3.972 1.180 -10.457 -0.24
H -0.578 3.454 -8.629 0.30
H -0.695 3.287 -6.865 0.37
H 0.876 3.522 -7.647 0.31
H -0.931 1.070 -7.946 0.32
H 0.553 1.103 -7.008 0.30
```

=====

> The highest energy belongs to which entry?

C20H29CdO4

=====

> What is the formula in the third record?

C20H29F13N2O12S2